Below is a single C4H7NO molecule, with properties calculated with the ωB97M-V functional and the def2-TZVPD basis.

Computed properties:
- M: 85.11 g/mol
- Max |F|: 0.009 Eh/bohr
- HOMO energy (alpha / beta): -7.03 / -7.28 eV
- Energy relative to the best compared isomer or geometry (same formula, charge and spin): 5.066 eV
- LUMO energy (alpha / beta): 0.6 / 0.8 eV
- Frontier orbital gap (alpha / beta): 7.639 / 8.091 eV

Element x y z (Å)
C: -1.700 0.405 -0.208
N: -0.377 -0.222 -0.136
C: -0.261 -1.540 -0.050
C: 1.970 0.599 0.302
C: 0.683 0.606 -0.341
O: 1.025 1.709 0.434
H: -1.813 1.049 0.669
H: -1.777 1.010 -1.113
H: -2.464 -0.373 -0.191
H: -1.003 -2.172 -0.521
H: 0.709 -1.937 0.219
H: 2.159 0.107 1.256
H: 2.848 0.756 -0.322